(1)
ORCA calculation (wB97M-V/def2-TZVPD) on a 7-piece molecular cluster, C34H69NO21 overall at a distorted geometry.

Last column: Löwdin charge in e.
Geometry (Å):
O 7.2161 -0.7089 -7.6817  0.04
H -0.2045 -0.1304 3.1295  0.13
C -2.1873 2.0420 -0.7168  -0.62
C 3.8603 -6.2053 0.6259  -0.04
C -0.9933 0.5281 -2.0264  -0.03
O 2.9644 -9.0710 1.5900  0.12
C -1.6735 -1.4575 4.8268  -0.06
H 7.7788 2.3919 0.6650  0.09
H -0.1693 -4.7375 -0.2651  0.14
H 5.5603 0.9856 -8.9229  0.08
H -0.8243 -1.4304 5.5215  0.08
C 1.9502 -4.0160 3.1611  -0.21
H 5.8666 -2.0367 -8.5167  0.12
H 4.4945 -0.2406 -9.6253  0.08
H 2.5684 -3.5287 1.1407  0.10
H -0.9659 -3.0531 3.5789  0.11
H -1.8743 2.8519 3.3982  0.08
H -1.9982 -0.5545 0.8763  0.07
H 2.8661 0.0461 -0.9196  0.13
C 6.8503 -1.0166 -6.4393  -0.61
C 5.2326 0.8891 -0.5676  -0.62
H -2.3777 0.2374 2.4184  0.07
H 2.4450 -2.1235 2.1905  0.13
H -6.6250 7.8817 -4.0668  0.08
O 5.8297 -1.5657 -6.1125  0.12
C 2.6769 -6.9250 0.0184  -0.21
H 7.2934 -1.9160 -4.0663  0.10
H -2.0553 -0.4281 4.7364  0.08
H -3.4966 6.3674 7.5202  0.12
O -7.2101 6.3306 -1.9668  0.12
C -2.9319 5.0977 5.4242  -0.61
O -4.1665 5.2978 5.8805  0.04
H 4.5897 -11.2628 1.2923  0.10
C 3.1627 -9.1788 0.4069  -0.61
H -4.5740 8.5235 6.7932  0.08
C -3.4444 4.8013 -0.1910  -0.05
H -0.9444 3.6010 4.7204  0.10
H -3.6146 5.6256 0.5018  0.08
C 6.2565 -1.0367 -8.7029  -0.21
C -4.3679 7.7265 6.0786  -0.06
C 1.9683 -3.0764 1.9426  -0.13
H -1.9437 -2.8523 0.5500  0.06
C -7.5346 8.4245 -4.3189  -0.06
H -7.7719 4.0922 -0.8939  0.09
H 1.8719 -7.0432 0.7436  0.11
H -8.2319 8.5365 -2.2731  0.12
O 4.8297 -0.3649 -0.3807  0.04
C -2.6291 -0.6079 1.7659  -0.05
H -5.1603 7.7192 5.3296  0.08
C 3.6143 -0.7321 -1.0642  -0.20
H -4.2064 4.8450 -0.9701  0.08
C 6.9389 2.3720 -0.0226  -0.04
H -0.2730 0.3905 -1.2245  0.08
O -2.2542 0.9841 -1.5155  0.00
C 0.8657 -5.1099 3.1351  -0.09
H -5.2455 6.1889 7.3151  0.12
O 4.6740 1.7303 -1.2218  0.13
O 7.8152 -0.6191 -5.6095  0.01
H 1.8461 -3.4164 4.0744  0.10
H 6.7165 -0.2441 -3.8874  0.09
H 4.2265 -6.7303 1.5074  0.08
H 3.9048 -12.2648 -0.0150  0.09
H 2.2927 -6.3797 -0.8404  0.12
H 2.8447 -11.5942 1.2561  0.09
H -3.3659 -2.0823 3.1142  0.13
C 7.5407 -0.8692 -4.2284  -0.04
O 3.0401 -8.2154 -0.5030  0.04
H -1.2023 -0.4285 -2.4942  0.09
H -3.4211 7.9421 5.5858  0.08
O -2.9675 4.0802 4.5629  0.00
O -9.0391 6.8644 -3.1868  0.04
H -3.6685 -0.4641 1.4399  0.09
H 0.0013 -4.8428 3.7581  0.06
H 0.5019 -5.2929 2.1198  0.05
C 3.8544 -1.0119 -2.5291  -0.05
C -1.2689 -2.0040 3.4432  -0.32
C -7.9861 3.8032 -1.9204  -0.04
N 0.6164 -2.7153 1.4200  -0.03
O -1.1812 2.6060 -0.3688  0.12
C 5.1462 -0.0130 -8.7816  -0.06
H 3.2771 -1.6293 -0.5474  0.11
C -8.5913 8.2305 -3.2548  -0.21
H 4.6384 -1.7609 -2.6496  0.08
O 6.3746 1.0630 0.1025  0.00
H -2.1081 -4.0395 1.8757  0.08
C -3.5216 3.4840 0.5475  -0.21
H -2.4670 4.9332 -0.6534  0.08
H 2.9417 -4.4906 3.2099  0.10
H 2.9423 -1.3861 -2.9934  0.08
H 3.5609 -5.1987 0.9209  0.05
H -2.7438 3.4045 1.3047  0.09
H 6.8421 -1.0547 -9.6198  0.12
H -9.4932 8.7929 -3.4879  0.12
H 4.6715 -6.1287 -0.0985  0.09
O 0.3655 -1.3340 1.6428  -0.08
C -2.4753 -1.9546 2.4763  -0.37
H -1.3925 4.5629 3.2929  0.10
C -4.3113 6.3975 6.7978  -0.21
H 4.5473 -0.0188 -7.8722  0.08
H 8.4501 -0.6128 -3.6934  0.09
H -3.5483 -3.3050 1.1416  0.08
C -0.0368 -1.2072 3.0050  -0.17
O 0.3791 -2.2007 -0.8242  0.17
O -8.7609 4.8118 -2.5783  0.01
H -0.6128 1.2344 -2.7627  0.10
C 3.7283 -11.4220 0.6458  -0.04
H 7.2816 2.5430 -1.0419  0.10
O 3.5361 -10.2962 -0.2163  0.01
H -7.0514 3.6338 -2.4523  0.10
C 0.5051 -2.9691 0.0542  -0.59
H 4.1597 -0.1063 -3.0519  0.07
C -2.5155 -3.1052 1.4563  -0.06
O -1.9477 5.7168 5.7347  0.12
H -8.5990 2.9078 -1.9433  0.09
O -3.4286 2.3547 -0.3350  0.03
H -4.4885 3.3705 1.0353  0.13
O 0.6937 -4.3113 -0.1264  0.07
H -7.2909 9.4833 -4.4074  0.08
H 6.2089 3.1326 0.2446  0.10
C -1.7078 3.7647 3.9631  -0.04
H -7.8987 8.0708 -5.2839  0.08
H 0.8096 -1.4763 3.6615  0.12
H -2.4726 -2.0657 5.2656  0.08
H 1.2608 -6.0590 3.5224  0.08
C -8.2331 6.0342 -2.5288  -0.62

Properties
Total energy ... -80864.79504 eV
LUMO energy ... 0.523 eV
SMILES ... CCCN(OC[C@@H](C)C(C)C)C(=O)O.CCOC(=O)OC.CCOC(=O)OC.CCOC(=O)OC.CCOC(=O)OC.CCOC(=O)OC.CCOC(=O)OC

(2)
ORCA calculation (wB97M-V/def2-TZVPD) on a 5-piece molecular cluster, C34H70NO3P overall at a distorted geometry.

Last column: Löwdin charge in e.
Geometry (Å):
H -6.7499 0.6760 -8.6162  0.10
C 5.6808 0.5280 1.5827  -0.10
H -10.4379 -1.3970 -6.3845  0.07
H -5.7174 -1.8945 -6.3445  0.07
C -3.1831 2.1878 -3.4239  -0.39
H -8.6016 -0.9102 -7.9577  0.11
H -1.9971 1.6961 2.6539  0.10
H 5.7885 -4.2322 7.5420  0.10
H -2.3486 -3.4537 -5.3244  0.10
H 7.9495 -4.5888 5.4113  0.10
H -8.6389 0.8382 -4.0603  0.12
H 1.2629 -0.1893 2.0376  0.10
H -2.5514 -4.1594 -2.9113  0.06
H -2.6779 2.7204 -4.2326  0.13
O -5.2690 5.2905 -5.7789  -0.29
H 6.4056 -5.4000 5.4813  0.11
C 8.0407 2.3229 5.3608  -0.11
C 1.1812 1.4878 3.3709  -0.11
H 8.0934 1.2344 5.4170  0.06
H -0.0563 0.6944 0.2160  0.10
N -5.9589 5.2160 -3.2293  -0.16
H -1.5231 -1.1833 -3.4448  0.11
H -3.8766 -0.5676 -3.3340  0.09
H 9.1911 -2.8810 6.3474  0.06
C 6.8336 -4.2197 7.2201  -0.23
H 5.2855 2.7825 3.2849  0.10
H 7.3119 -5.0645 7.7258  0.11
H 6.4433 -3.5918 3.8069  0.11
H 9.0644 2.6986 5.3296  0.07
H -4.4624 5.4291 -6.2862  0.03
H 9.4017 -1.9223 7.8070  0.07
H 7.2779 3.8807 4.0996  0.10
C 0.2893 1.3963 0.9796  -0.23
H 4.5868 -2.8506 6.1307  0.07
H 5.8660 1.5851 1.3859  0.07
H 7.3231 -2.8358 8.7783  0.10
H 7.5780 2.6886 6.2797  0.07
H -5.6544 -2.1705 -3.8965  0.10
H 0.5077 2.2893 3.6775  0.06
C 7.4821 -2.9221 7.7003  -0.27
H 7.3264 0.2407 2.9447  0.10
H -5.6020 5.9725 -2.6636  0.03
H 6.9828 -2.0602 7.2490  0.09
H -0.7182 -2.9003 -5.0213  0.10
P -4.7461 4.7340 -4.3135  0.84
C 6.2422 0.0974 2.9350  -0.26
O -4.5198 2.2296 -3.3726  -0.06
H -2.7087 3.0145 1.7524  0.10
H -7.2827 3.4973 -4.2993  0.11
H 4.2442 -4.0720 4.8994  0.08
C -7.1927 0.6924 -7.6327  -0.08
H 6.1429 -0.0407 0.7745  0.07
C 7.2573 2.7884 4.1363  -0.27
C -4.8984 -1.4570 -5.7715  -0.10
C 8.9800 -2.8500 7.4174  -0.11
H -2.1821 -0.9780 -5.0483  0.10
H -5.1419 -0.4076 -5.5941  0.06
C 5.5994 0.8180 4.1178  -0.23
C -2.0916 2.1175 1.6487  -0.27
H -4.5102 -3.2567 -4.6521  0.10
H -3.6141 -2.1302 -2.6074  0.11
H 9.5053 -3.6814 7.8918  0.07
H 6.8120 -2.4007 5.0330  0.09
H 4.6027 0.3577 1.5376  0.07
H -6.7861 2.0871 -3.4105  0.12
H -5.9102 2.2875 -7.0095  0.10
C -9.8317 -1.0711 -5.5474  -0.05
H -2.2581 0.1910 0.6414  0.07
H -0.3432 0.1541 2.6360  0.10
H -10.4328 -0.5932 -4.7822  0.07
C -3.6187 -1.6044 -3.5663  -0.22
H -6.2630 4.4546 -2.6354  0.04
H -1.1826 -4.9336 -3.6997  0.07
H 6.0754 -0.9761 3.0583  0.08
C 4.7944 -3.1510 5.1025  -0.10
H -2.9478 1.5440 -0.2587  0.05
H -9.3595 -1.9416 -5.0934  0.08
C 0.5718 0.6263 2.2684  -0.27
H 1.2294 1.8110 0.6010  0.11
C -2.2138 -1.6276 -4.1677  -0.23
H -4.0016 -1.5012 -6.3926  0.07
C -6.6657 2.6041 -4.3602  -0.12
C -6.6960 1.6109 -6.7142  -0.06
H 4.3965 -2.3726 4.4485  0.06
C -7.1995 1.6570 -5.4189  -0.21
C 6.9063 -4.4542 5.7106  -0.23
C -8.2010 -0.1833 -7.2679  -0.06
H 2.1187 1.9388 3.0366  0.07
C -5.1758 2.9236 -4.4716  -0.42
H 5.9849 0.3862 5.0468  0.10
H -0.9129 -3.5670 -2.6167  0.07
C -8.7403 -0.1227 -5.9831  -0.27
H 1.3960 0.8830 4.2537  0.07
H -0.8495 3.0028 0.1364  0.11
H 4.5241 0.6100 4.1154  0.10
C -1.5833 -3.9712 -3.3777  -0.11
C -0.7214 2.5352 1.1175  -0.23
C 5.7989 2.3336 4.1400  -0.23
C -8.2405 0.7984 -5.0637  0.00
H -4.7401 2.5552 -5.3941  0.10
H 5.3037 2.7352 5.0298  0.11
H 7.7590 2.4437 3.2281  0.10
H -3.7974 0.8837 1.1415  0.07
O -2.5647 1.6007 -2.6014  0.08
C -1.7028 -3.0132 -4.5594  -0.27
C -4.7125 -2.2005 -4.4517  -0.26
C 6.2886 -3.3458 4.8611  -0.28
C -2.8119 1.1261 0.7384  -0.11
H -0.3104 3.3125 1.7691  0.10

Properties
Total energy ... -53316.63637 eV
LUMO energy ... 0.576 eV
SMILES ... Cc1cccc(C[C@H](OC=O)P(N)O)c1.CCCCCC.CCCCCC.CCCCCC.CCCCCC

(3)
ORCA calculation (wB97M-V/def2-TZVPD) on a 9-piece molecular cluster, C34H71NO10Si overall at a distorted geometry.

Last column: Löwdin charge in e.
Geometry (Å):
C -0.3114 2.6184 -1.5897  -0.54
H -0.7743 2.3010 4.7436  0.08
H -2.4052 2.3568 -2.0695  0.07
H 3.5622 1.3012 -2.3466  0.06
C -2.2934 -1.2050 1.3528  -0.49
H -1.6238 0.5095 -2.3995  0.10
O 2.1981 -1.3243 -5.3421  0.06
H -1.8073 -9.0172 4.5748  0.08
H -2.0513 3.6476 -0.9205  0.06
H 2.2097 0.2207 -8.0059  0.09
H 1.4599 0.7726 -6.4960  0.06
H -4.4076 7.8241 -1.9488  0.08
C -1.7340 -6.9033 4.8672  -0.48
H 1.8707 2.9443 1.9557  0.11
H -2.0588 -6.8151 -3.9587  0.08
H -3.8625 -2.6620 1.4609  0.09
O 0.9124 1.3218 4.1169  -0.22
H 4.3107 -2.3863 -6.1681  0.08
O 0.3658 3.5872 -1.3528  0.06
H -2.7382 7.2094 1.4288  0.08
H 3.8961 2.4107 0.8411  0.06
H 4.8059 2.2099 8.5075  0.08
H 4.9422 -0.7973 -6.6399  0.08
C -2.8595 -4.9581 -3.2428  -0.50
H -3.6432 -1.9272 -0.1392  0.07
H -2.5553 -5.8336 6.5307  0.09
H 0.3427 -1.0689 -3.8536  0.05
H -1.4723 3.6083 -4.3676  0.07
H -2.2522 5.5693 0.9585  0.08
H -3.3945 -8.2255 4.5628  0.08
H -2.7691 8.3854 -1.5653  0.08
C 2.4039 2.0784 2.3301  -0.24
H -1.0098 -4.1115 -2.5689  0.08
O -3.9896 -4.5276 -3.2273  0.07
C 1.3701 1.0546 2.7926  -0.27
H -0.9159 4.9304 -5.4093  0.09
C -2.1119 -0.8797 2.8125  -0.02
C -1.5683 4.0575 -5.3544  -0.01
C 2.7343 1.7511 -1.8113  -0.26
H 1.4929 2.6440 -3.3388  0.12
C 1.4270 -3.5730 4.8170  -0.01
C -2.3695 -5.8490 -4.3599  -0.03
H 3.0400 -0.6327 -0.4452  -0.04
H 5.9746 3.1052 7.5180  0.08
C 0.1398 2.5001 4.1944  -0.11
C -3.6802 7.9517 -1.1502  -0.03
H 4.0646 0.8535 1.6912  0.06
H 1.0906 0.5462 0.1488  -0.02
H -3.1727 -6.0050 -5.0768  0.08
H -0.8100 -1.5552 -2.5516  0.05
H -1.1014 -0.5132 2.9818  0.07
C -2.4127 -8.2413 5.0384  -0.02
C -1.1749 3.0504 -6.4083  -0.49
C -3.6449 -1.7328 0.9319  -0.02
H 1.8095 -4.2608 2.0863  0.09
C -2.4376 -5.7045 5.4531  -0.01
H 2.5730 1.9769 6.1984  0.08
H -0.1276 2.8723 3.2130  0.08
H -0.9371 2.6832 -8.4976  0.08
C 2.8330 -0.8477 -6.2543  -0.49
H 1.7592 -4.4960 5.2950  0.09
H 0.1728 -4.9032 1.8546  0.08
C 0.4602 -3.8922 3.7048  -0.50
H -2.2661 3.7883 -8.1002  0.09
H -2.5284 -8.4677 6.0994  0.08
H -1.8545 -4.8079 5.2631  0.06
H 2.9723 2.3662 3.2073  0.11
H 4.2675 3.5868 7.5153  0.08
H 0.9332 -2.9472 5.5580  0.08
C 3.3719 1.5611 1.2599  -0.30
N 0.2564 1.4827 -2.0865  -0.09
H 0.5131 1.0098 2.1330  0.08
O -0.6755 -6.8087 4.2858  0.07
C 4.9516 2.7381 7.5639  -0.03
C 4.1066 -1.4904 -6.7503  -0.02
Si 2.4970 0.7342 -0.2301  0.71
H -1.4150 6.9668 0.2610  0.09
C 2.3854 0.4175 -6.9468  -0.02
H -4.0926 8.6271 -0.3991  0.08
H 0.7259 -0.9098 -2.1609  0.06
H 3.1507 1.1894 -6.8443  0.09
C -0.6373 0.5862 -2.8260  -0.20
O 5.5641 1.5579 5.5931  0.07
H -0.7395 0.9691 -3.8427  0.10
H -2.6034 4.3693 -5.5023  0.09
H -0.5791 4.3500 -8.0065  0.09
C -0.0781 -0.8367 -2.8830  -0.05
O -1.3991 -1.0544 0.5503  0.05
C -1.2446 3.4999 -7.8480  -0.02
H 1.7155 0.9456 -3.4818  0.10
H 0.7034 3.2837 4.6967  0.08
C -1.7690 2.6661 -1.2568  0.02
O -0.6758 -3.4699 3.7178  0.04
H -1.5255 -5.3801 -4.8682  0.08
H 3.0120 2.7650 -1.5496  0.06
H -4.4198 -0.9980 1.1568  0.08
H -2.8236 -0.1080 3.1161  0.09
H -1.5442 -5.5462 -1.6538  0.09
C -2.3794 6.5901 0.6049  -0.02
C 1.5158 1.7264 -2.7648  -0.22
H 3.2756 0.5484 5.4295  0.07
H -1.9416 1.9904 -0.4232  0.09
C -3.3766 6.6094 -0.5284  -0.50
H 3.1123 0.5997 7.1942  0.09
H 1.7994 0.0601 2.8273  0.12
H -3.4205 -5.5893 4.9933  0.09
O -3.9066 5.5961 -0.9215  0.06
C 0.9683 -4.7517 2.5807  -0.02
H -2.2628 -1.7763 3.4111  0.07
H 1.2804 -5.7207 2.9685  0.08
H 2.2900 -3.0362 4.4197  0.08
H -2.3489 -3.9849 -1.4141  0.07
C -1.8729 -4.6308 -2.1490  -0.02
C 3.3238 1.1934 6.3027  -0.02
C 4.7001 1.8032 6.4032  -0.50
H 4.0016 -1.7658 -7.8009  0.08
O -0.8194 1.9328 -6.1108  0.06

Properties
Total energy ... -66251.51477 eV
LUMO energy ... 0.680 eV
SMILES ... CCN(CC[SiH2]CCCOC)C(C)=O.CC(C)=O.CC(C)=O.CC(C)=O.CC(C)=O.CC(C)=O.CC(C)=O.CC(C)=O.CC(C)=O

Question: total energy of number 3 (C34H71NO10Si)?
Answer: -66251.51477 eV